{
  "formula": "C6H34N2O9",
  "method": "the ωB97M-V functional and the def2-TZVPD basis",
  "symbols": ["H", "H", "C", "H", "N", "H", "O", "H", "H", "H", "H", "H", "H", "H", "C", "H", "H", "H", "H", "H", "H", "H", "H", "H", "N", "O", "H", "O", "H", "C", "O", "O", "O", "H", "O", "H", "H", "O", "O", "C", "H", "H", "H", "H", "H", "H", "H", "C", "H", "H", "C"],
  "xyz": [[-1.5882, -3.5991, -0.2441], [-2.1217, 1.6029, 1.9353], [0.0521, -2.5055, 1.7814], [-2.5148, 2.8137, -1.2044], [1.2279, -2.2642, 2.5991], [-1.9181, -0.3959, -1.7271], [-3.9263, 1.9067, -0.6540], [-4.0353, 1.1086, -1.1769], [-0.0908, 1.4327, -2.1807], [-1.7983, 3.6981, -2.3123], [2.9784, -2.9523, 0.3836], [-1.2189, -0.9203, 1.5300], [2.0788, -2.5696, 2.1351], [-3.3751, 0.7758, 1.9325], [-0.6889, -1.5794, -0.4045], [-0.4919, -0.1929, -3.8940], [-0.7231, 2.2499, 3.1114], [0.5755, 0.3910, 1.5989], [-1.2634, 0.3262, -0.1952], [3.8209, 0.0886, -1.5297], [-1.9695, -2.7520, -1.7149], [-2.7072, -2.3353, -0.1300], [3.6624, -0.8924, -0.4511], [0.1483, -3.3121, 1.0669], [-0.4518, -1.3467, 1.0284], [-1.8093, 3.4616, -1.3854], [-0.2527, 3.1466, -0.5511], [3.6812, 0.6179, 1.0351], [1.3782, -1.2844, 2.7885], [-1.7845, -2.6019, -0.6499], [1.1108, 1.1771, 1.7933], [0.5197, 3.3432, 0.0085], [-2.5551, 0.8621, 1.4243], [1.2830, -0.0889, -3.6382], [-1.4525, 2.8199, 2.8735], [3.6692, -2.8482, -0.9687], [2.7500, 0.6337, 1.3414], [4.0373, -0.8124, -1.3248], [3.7331, -3.2874, -0.1099], [0.0934, 0.4026, -1.8891], [-1.1467, 3.5864, 2.3816], [1.0600, 1.7924, 1.0426], [-3.4258, 1.5101, 0.1069], [-0.7200, -2.8318, 2.4730], [0.2808, -1.8904, -0.8128], [4.1678, 1.1272, 1.6875], [0.4377, -1.4300, -2.9706], [0.3297, -0.3668, -3.2032], [1.0223, 4.0468, -0.4033], [0.9724, 0.3713, -1.2364], [-1.0409, -0.2335, -1.0966]],
  "forces_ev_per_a": [[0.4, 0.1, 0.0], [0.0, -0.1, -0.5], [-0.9, 0.6, 0.2], [-0.4, 0.1, -0.3], [0.8, -0.5, -0.6], [-0.1, 0.3, 0.1], [0.4, -0.6, 0.4], [-0.3, 0.0, -0.5], [-0.2, 0.2, 0.4], [-0.3, -0.1, -0.2], [0.0, -0.1, -0.1], [-0.4, 0.0, -0.5], [-0.1, 0.0, 0.2], [0.0, -0.3, -0.1], [0.1, 0.3, -0.2], [0.0, -0.1, -0.1], [0.9, 0.2, -0.1], [-0.2, -0.2, -0.5], [-0.5, 0.8, -0.6], [0.0, 0.7, -0.3], [-0.1, 0.2, 0.0], [-0.1, 0.5, -0.3], [0.3, 0.1, 0.7], [0.7, -0.3, 0.1], [1.0, 0.0, 0.4], [0.6, 0.1, 0.3], [-0.1, 0.5, -0.2], [-0.3, -0.2, 0.0], [-0.3, 0.2, 0.1], [-0.1, -0.8, 0.1], [0.1, 0.0, 0.5], [0.3, -0.5, 0.6], [-0.4, 0.4, 1.0], [0.0, 0.2, -0.3], [-1.0, -0.1, 0.2], [0.2, 0.0, 0.0], [0.3, 0.3, 0.1], [-0.1, -0.6, -0.6], [-0.2, -0.1, 0.0], [0.0, -0.8, -0.4], [0.5, -0.1, -0.1], [-0.3, 0.1, -0.1], [-0.1, 0.6, -0.2], [-0.3, -0.1, 0.1], [-0.2, -0.4, 0.0], [0.0, 0.0, 0.0], [-0.3, -0.1, -0.3], [0.5, -0.2, 1.0], [-0.1, 0.0, -0.2], [0.2, 0.1, -0.2], [0.2, -0.3, 0.8]],
  "relative_energy_kj_mol": 153.7,
  "total_energy_ev": -28182.32732,
  "homo_ev": -9.382
}

{
  "formula": "C6H34NO11",
  "method": "the ωB97M-V functional and the def2-TZVPD basis",
  "symbols": ["H", "H", "C", "H", "O", "H", "H", "H", "H", "H", "H", "H", "O", "H", "H", "H", "H", "H", "C", "C", "O", "H", "H", "C", "H", "O", "O", "H", "H", "H", "H", "C", "H", "H", "N", "H", "H", "O", "H", "H", "O", "H", "H", "O", "C", "O", "H", "H", "H", "H", "O", "O"],
  "xyz": [[-1.1409, -2.5455, 1.8072], [2.7541, 2.3142, 1.9426], [-2.0883, -1.3162, -2.3615], [1.0182, 0.2962, 3.5964], [-1.6873, 3.6734, -0.5137], [-0.3909, -1.5108, -0.4315], [1.5862, -0.9921, -0.8823], [1.8471, 3.2480, -1.7392], [-2.9431, 0.7792, 1.4527], [-0.1741, -0.4044, 1.5894], [-1.4753, 1.7375, 1.2777], [3.6662, 0.9016, 0.2632], [1.8834, 2.3250, 2.3788], [1.3001, 2.5196, 1.6353], [-2.8164, -1.9857, 1.5250], [0.8906, -1.2976, -3.9465], [0.8401, -1.1451, 3.7305], [2.2772, -1.0897, 1.4140], [-1.1847, -0.5115, 1.1764], [-1.8284, -1.6965, 1.8824], [0.5230, -3.9889, -1.5725], [3.0265, -1.7087, -0.8083], [-0.8159, 1.2450, -1.6782], [-0.9568, -0.5827, -0.3539], [-1.9460, -1.4946, 2.9519], [0.9700, 0.3325, -1.5237], [3.9647, 1.7919, 0.5041], [-2.9513, -1.5701, -2.9870], [3.4272, 2.2593, -0.1920], [-0.3351, -4.0509, -1.1526], [0.0019, 1.3595, -0.1033], [-1.8623, 0.7933, 1.6598], [1.0599, -3.3765, -1.0514], [-2.8461, -0.0158, -0.9743], [-2.2580, -0.8340, -1.0330], [-1.4209, -2.1701, -2.4702], [-5.0475, 0.1145, 0.4913], [-4.9142, -0.6833, -0.0282], [1.6725, 1.5710, -1.4142], [1.4879, -0.0644, -3.3542], [1.3867, -0.5155, -4.2140], [2.8100, 0.2671, 2.0339], [-1.6876, 0.8645, 2.7363], [0.5646, -0.3355, 4.1734], [-0.2740, 0.6628, -0.9118], [2.4336, -0.5929, 2.2363], [-1.6520, 2.7662, -0.8397], [-4.0574, -1.0439, 0.2393], [-1.5949, -0.6062, -3.0775], [-2.4693, 3.7284, 0.0406], [2.1775, -1.6511, -0.3646], [2.0378, 2.5270, -1.1431]],
  "forces_ev_per_a": [[-0.3, -0.2, -0.1], [0.0, 0.0, 0.0], [0.8, 0.6, -2.8], [0.0, 0.2, 0.2], [0.0, 0.2, -0.1], [0.4, 0.2, -0.8], [0.7, 0.5, 0.0], [-0.2, -0.2, -0.3], [0.1, 0.0, 0.2], [0.0, -0.2, -0.1], [0.2, -0.2, -0.4], [0.4, -0.1, 0.3], [0.0, 0.1, 0.0], [-0.1, 0.0, 0.0], [0.1, 0.0, -0.3], [0.0, 0.0, -0.1], [0.0, -0.1, 0.2], [0.3, 0.4, -0.3], [0.3, 1.9, 0.3], [0.5, -0.3, 0.0], [0.2, -0.2, -0.3], [0.0, 0.1, -0.2], [-0.8, -0.4, 0.3], [-2.3, -0.2, 0.7], [0.2, 0.2, -0.1], [0.0, -0.4, 0.0], [-0.4, -0.3, -0.6], [-0.6, -0.1, 1.0], [0.1, 0.3, 0.3], [-0.1, 0.1, 0.2], [-0.5, -0.1, 0.0], [-0.3, -0.2, 0.2], [0.0, 0.2, 0.1], [0.0, 0.1, -0.3], [0.3, -0.8, 1.0], [0.0, -0.3, 0.8], [0.0, -0.1, 0.1], [-0.4, 0.1, 0.1], [-0.4, 0.3, -0.2], [-0.3, 0.1, 0.1], [0.1, -0.1, 0.1], [-0.2, 0.0, -0.2], [-0.4, -0.1, 0.0], [-0.2, 0.0, 0.0], [2.7, -0.2, -0.2], [0.1, -0.7, 0.3], [0.0, 0.0, 0.1], [0.1, 0.0, -0.2], [0.0, 0.1, 0.7], [0.0, -0.1, 0.0], [-0.5, -0.5, 0.1], [0.6, 0.1, 0.5]],
  "relative_energy_kj_mol": 84.2,
  "total_energy_ev": -30788.75725,
  "total_charge": -1,
  "homo_ev": -5.809
}

{
  "formula": "C6H34O11",
  "method": "the ωB97M-V functional and the def2-TZVPD basis",
  "symbols": ["H", "H", "H", "H", "C", "H", "H", "O", "O", "H", "H", "H", "O", "H", "H", "H", "H", "H", "H", "H", "H", "H", "H", "H", "H", "H", "H", "O", "H", "O", "H", "O", "C", "H", "C", "H", "H", "C", "C", "C", "O", "H", "O", "O", "O", "H", "O", "H", "H", "H", "H"],
  "xyz": [[-4.4020, -0.1496, -1.9669], [1.8307, 5.1137, -0.5798], [-5.9888, 1.0010, 4.0355], [-5.2409, 1.4320, 2.7918], [-1.1149, -3.7392, -5.4073], [-2.5692, -1.6941, -6.5836], [2.1687, 3.8844, -1.3963], [-2.9104, -3.6023, -3.9430], [-0.4719, -0.2401, 0.8769], [5.9193, 1.2094, 2.6568], [-3.3252, -1.0489, -5.2589], [-1.3180, 0.1184, 1.1448], [0.3899, 0.8562, 5.4601], [-1.7115, -4.3341, -6.0989], [5.7477, 3.3378, -0.9129], [2.0121, -3.2002, 2.6815], [0.0327, 1.4230, 6.1438], [-0.4625, -3.1100, -6.0127], [5.6771, 2.8234, 3.0427], [-0.6371, -4.3031, -4.6062], [-0.9857, -3.1781, 0.1291], [1.9998, -1.9289, 3.5035], [-4.7103, -1.4802, -1.3141], [3.9310, 1.6000, 1.7561], [5.9098, 1.3268, 0.3628], [-3.7926, -2.6448, -5.9309], [7.2958, 2.3129, 2.4979], [-2.8935, -1.5368, 5.6748], [-3.0857, -1.5407, 6.6125], [-5.1986, 0.8199, 3.5265], [-1.4472, -2.1904, -4.0152], [-3.4031, 3.4484, -0.7279], [6.2241, 2.2042, 2.3317], [-1.2903, -4.5128, 0.7755], [-2.0478, -2.8003, -4.6900], [-4.2464, 3.4481, -1.1808], [-3.0713, 4.3393, -0.8390], [5.6252, 2.2123, 0.9311], [6.0649, 3.5227, 0.1134], [-2.9622, -2.0120, -5.6178], [1.5168, 4.5800, -1.3098], [5.6283, 4.4330, 0.5242], [4.2109, 2.2402, 1.0979], [-5.0792, -0.6113, -1.4726], [-0.9719, -4.1206, -0.0376], [-2.4443, -3.9208, -3.1665], [2.5022, -2.7303, 3.3563], [-0.1964, 0.3149, 0.1473], [-3.6205, -1.0530, 5.2828], [7.1497, 3.5444, 0.2179], [-0.2371, 0.1360, 5.3936]],
  "forces_ev_per_a": [[0.2, 0.1, -0.2], [0.1, 0.1, 0.2], [-0.2, 0.0, 0.1], [0.1, 0.1, -0.3], [-0.2, 1.0, -0.5], [0.9, -0.3, 0.0], [0.2, -0.2, 0.0], [-1.2, -0.4, 1.3], [0.1, -0.4, 0.0], [0.5, -0.4, 0.5], [-0.3, -0.3, 0.7], [-0.2, 0.1, 0.1], [0.3, 0.1, -0.1], [0.2, -0.4, 0.2], [0.2, 0.5, -0.1], [-0.1, -0.1, -0.2], [-0.1, 0.1, 0.2], [0.6, -0.4, 0.1], [0.1, 0.6, -0.4], [0.4, -0.3, -0.6], [0.1, 0.4, 0.1], [-0.1, 0.3, 0.1], [0.1, -0.3, 0.0], [0.1, -0.2, 0.1], [0.2, 0.0, 0.0], [-0.2, 0.0, 0.5], [0.0, 0.0, -0.5], [0.3, -0.1, 0.0], [0.0, -0.1, 0.2], [0.2, -0.2, 0.2], [-0.1, 0.5, -0.1], [0.1, -0.2, 0.1], [-0.6, -1.3, 0.5], [-0.1, -0.1, 0.2], [-0.1, 0.2, -0.7], [-0.2, 0.0, -0.1], [0.2, 0.2, 0.0], [0.4, 2.7, 0.1], [-0.6, -2.3, 0.9], [-0.1, 0.7, -0.9], [-0.2, 0.1, -0.2], [-0.1, -0.2, 0.0], [-0.2, 0.3, -0.7], [-0.2, 0.2, 0.1], [0.0, -0.1, -0.3], [0.0, -0.2, 0.1], [0.2, -0.1, 0.1], [0.1, 0.2, -0.2], [-0.2, 0.2, -0.3], [0.0, 0.2, -0.4], [-0.3, -0.3, 0.0]],
  "relative_energy_kj_mol": 336.9,
  "total_energy_ev": -29294.89429,
  "homo_ev": -10.026
}

{
  "formula": "C6H35B4N5NiO3V",
  "method": "the ωB97M-V functional and the def2-TZVPD basis",
  "symbols": ["H", "H", "H", "O", "H", "H", "B", "V", "N", "O", "H", "H", "C", "H", "H", "H", "H", "H", "Ni", "N", "H", "H", "H", "H", "H", "H", "H", "N", "H", "H", "N", "H", "H", "H", "C", "H", "H", "B", "O", "B", "N", "H", "H", "C", "H", "H", "H", "B", "H", "C", "C", "H", "H", "C", "H"],
  "xyz": [[0.5155, 2.0935, -1.9450], [0.1061, -2.7957, -1.2112], [1.6400, 0.7200, -2.5141], [-2.9909, -0.7290, 2.9967], [-3.4867, -1.1269, -0.9973], [-1.0343, 0.5698, -0.6503], [-0.1271, -0.0111, -0.5896], [0.5732, 1.7226, -0.4513], [0.8201, -2.6448, -0.5130], [1.3231, -3.0117, 1.7071], [-0.4612, -1.0301, -0.4702], [-0.9422, 0.1034, 4.1103], [2.6347, 0.9926, 0.5803], [-0.9868, -4.2564, -0.0183], [-2.8568, 0.2728, 0.5417], [-1.0322, 1.6596, -1.2018], [0.5085, 0.2546, -1.4201], [-0.1811, -4.6767, 1.4336], [-1.6064, -0.6814, -1.0963], [1.7994, 1.2311, -1.6577], [2.2552, 2.2950, 2.8239], [1.8748, 0.7170, 3.1116], [-2.4192, -0.1601, -0.0268], [4.0416, -1.1855, -0.7819], [2.6935, 1.6991, -1.6983], [1.5204, -0.4527, -0.6060], [-3.4832, -1.3366, 0.7090], [-0.3633, -3.9791, 0.7263], [2.9351, 0.1934, 1.2579], [-0.5859, 1.0190, 2.5792], [-2.3316, 0.6180, 1.3323], [4.2878, 0.5016, -1.3214], [-1.3761, 0.2256, -2.1852], [-2.0214, -1.8432, -0.2567], [2.3377, 0.2594, -0.7204], [3.4911, 1.6630, 0.6532], [1.5006, -1.9224, -0.7004], [-2.8381, -1.1485, -0.1352], [1.3964, 1.6279, 1.0580], [-0.4488, 2.4603, -1.6292], [-1.1896, 0.5479, 3.2378], [-0.3293, 3.1560, -0.8131], [0.4617, 0.3106, 0.2555], [0.6204, -3.1798, 0.6584], [-2.3467, 0.8287, -0.8351], [3.4821, -0.5108, -2.4248], [-0.9603, 2.9736, -2.4287], [-2.3640, 0.5239, -1.8700], [-3.0447, -0.3132, -1.8835], [3.6199, -0.3592, -1.3543], [-2.2412, 0.1626, 2.5507], [-1.6032, 1.2546, 1.0422], [-2.8054, 1.3428, -2.4167], [1.5039, 1.5616, 2.5310], [0.5152, 1.7933, 2.9271]],
  "forces_ev_per_a": [[1.3, 0.6, -3.2], [0.4, 0.1, -0.1], [0.0, 0.3, -0.6], [0.1, 1.2, -0.1], [-3.4, -1.9, -0.8], [1.4, 3.2, 2.8], [3.2, -1.2, 2.2], [-4.8, 6.8, 2.2], [1.2, 0.6, -3.0], [-0.4, 0.4, -2.3], [3.2, -4.3, 2.7], [0.1, 0.1, -0.5], [0.5, -1.5, 0.9], [0.3, 0.2, 0.0], [-3.4, 2.4, 4.4], [-1.6, -0.1, 0.6], [-0.9, -1.6, -3.3], [-0.7, 0.1, 0.2], [1.1, -11.5, -6.7], [9.3, -2.5, -2.3], [-0.3, 0.6, -0.1], [-0.3, -1.2, -1.3], [2.5, -0.4, -1.7], [0.0, -0.1, -0.4], [0.1, 1.4, -1.5], [2.0, 0.0, 0.4], [-1.3, -0.9, 3.1], [-4.2, -4.4, 0.9], [-0.3, -0.2, 0.4], [0.2, -0.6, 1.3], [1.0, 5.5, 1.5], [0.8, -0.3, 0.0], [3.8, 0.7, -4.7], [2.6, -4.6, 0.8], [3.3, -1.9, -0.6], [-0.2, 0.6, -0.7], [-0.3, -0.8, 0.3], [-10.2, -7.3, 4.0], [7.7, -1.5, 9.6], [-5.5, 5.3, -6.1], [1.7, 1.9, 0.2], [0.8, 3.8, 3.5], [0.4, -2.3, 3.8], [4.5, 1.9, 3.9], [-1.6, 3.7, 1.8], [-0.2, -0.7, 0.2], [-1.7, 1.6, -2.8], [-6.3, 8.3, -7.5], [-1.7, -1.7, -2.5], [-0.2, 1.4, 1.0], [-3.5, -5.1, 2.0], [-0.2, 0.3, -0.1], [-1.3, 2.6, -2.2], [-0.3, 2.0, 0.4], [1.1, 0.9, 0.0]],
  "total_energy_ev": -89779.48174,
  "multiplicity": 6,
  "homo_ev": [-5.894, -7.373]
}